Entry 1:
{"formula": "C23H45BBrN5O8", "method": "ωB97M-V with the def2-TZVPD basis set", "lumo_ha": 0.0121, "homo_energy_ha": -0.334, "smiles": "C#CCCC[C@H](OC(=O)CC(=O)Br)B(O)N(C)C.CNC(C)=O.CNC(C)=O.CNC(C)=O.CNC(C)=O", "total_charge": 0, "gap_ev": 9.4, "symbols": ["C", "C", "C", "C", "C", "C", "O", "C", "O", "C", "C", "O", "Br", "B", "O", "N", "C", "C", "H", "H", "H", "H", "H", "H", "H", "H", "H", "H", "H", "H", "H", "H", "H", "H", "H", "C", "N", "C", "C", "O", "H", "H", "H", "H", "H", "H", "H", "C", "N", "C", "C", "O", "H", "H", "H", "H", "H", "H", "H", "C", "N", "C", "C", "O", "H", "H", "H", "H", "H", "H", "H", "C", "N", "C", "C", "O", "H", "H", "H", "H", "H", "H", "H"], "positions_angstrom": [[1.914, -3.733, -1.882], [0.756, -3.461, -1.536], [-0.588, -2.962, -0.927], [-1.614, -2.422, -2.049], [-1.655, -0.836, -1.820], [-2.731, -0.112, -2.715], [-2.799, 1.349, -2.573], [-1.926, 1.857, -1.614], [-2.224, 1.929, -0.442], [-0.507, 2.339, -2.117], [0.122, 3.473, -1.225], [-0.525, 4.318, -0.658], [2.090, 3.489, -1.066], [-4.248, -0.675, -2.565], [-5.033, -0.719, -3.781], [-4.856, -1.175, -1.328], [-4.670, -0.246, -0.179], [-6.326, -1.382, -1.445], [2.990, -4.022, -1.918], [-0.458, -2.234, -0.088], [-1.067, -3.878, -0.466], [-1.168, -2.700, -3.041], [-2.592, -2.919, -1.821], [-0.607, -0.492, -2.091], [-1.826, -0.719, -0.707], [-2.431, -0.312, -3.793], [0.231, 1.497, -2.210], [-0.649, 2.793, -3.145], [-5.542, 0.108, -3.843], [-5.378, -0.602, 0.635], [-3.646, -0.266, 0.273], [-5.010, 0.807, -0.427], [-6.645, -1.943, -0.509], [-6.832, -0.366, -1.388], [-6.646, -2.012, -2.311], [-7.001, 4.062, -0.112], [-7.619, 2.803, -0.480], [-8.140, 2.441, -1.684], [-8.088, 3.448, -2.804], [-8.628, 1.330, -1.830], [-5.980, 3.863, 0.220], [-7.565, 4.496, 0.716], [-6.979, 4.765, -0.940], [-7.688, 2.080, 0.221], [-8.539, 3.017, -3.695], [-8.649, 4.344, -2.530], [-7.052, 3.707, -3.030], [4.585, 1.801, 1.065], [4.364, 0.802, 0.041], [4.889, -0.454, -0.040], [5.823, -0.897, 1.056], [4.597, -1.178, -0.980], [3.621, 2.054, 1.512], [5.004, 2.692, 0.591], [5.262, 1.452, 1.840], [3.748, 1.031, -0.725], [6.159, -1.911, 0.858], [6.696, -0.245, 1.092], [5.305, -0.886, 2.018], [-1.641, 0.059, 3.955], [-1.855, -0.931, 2.920], [-1.336, -2.186, 2.834], [-0.416, -2.643, 3.935], [-1.620, -2.902, 1.884], [-2.607, 0.315, 4.397], [-1.213, 0.953, 3.497], [-0.974, -0.300, 4.734], [-2.462, -0.694, 2.148], [-0.084, -3.658, 3.728], [0.461, -1.995, 3.986], [-0.943, -2.639, 4.891], [12.082, -1.047, 2.530], [10.726, -1.546, 2.637], [9.677, -1.318, 1.801], [9.913, -0.439, 0.600], [8.587, -1.819, 2.035], [12.762, -1.899, 2.472], [12.312, -0.470, 3.429], [12.219, -0.418, 1.655], [10.495, -2.142, 3.418], [8.990, -0.350, 0.031], [10.221, 0.559, 0.919], [10.676, -0.880, -0.045]]}


Entry 2:
{"formula": "C23H45BrGaNO2P", "method": "ωB97M-V with the def2-TZVPD basis set", "lumo_ha": 0.0914, "homo_energy_ha": -0.154, "total_charge": -1, "gap_ev": 6.7, "relative_energy_ev": 0.000, "symbols": ["C", "C", "C", "C", "C", "Ga", "C", "C", "C", "C", "C", "N", "O", "C", "C", "C", "C", "C", "C", "C", "P", "O", "Br", "H", "H", "H", "H", "H", "H", "H", "H", "H", "H", "H", "H", "H", "H", "H", "H", "H", "H", "H", "H", "H", "H", "H", "H", "H", "H", "H", "H", "H", "H", "H", "H", "H", "H", "H", "H", "H", "H", "H", "C", "C", "C", "C", "C", "C", "H", "H", "H", "H", "H", "H"], "positions_angstrom": [[-1.278, -2.427, 4.430], [0.119, -2.368, 3.817], [0.690, -0.950, 3.648], [-0.278, 0.127, 3.154], [0.373, 1.507, 3.304], [-1.037, -0.090, 1.293], [0.103, 0.495, -0.277], [1.567, 0.814, 0.073], [2.539, 0.769, -1.127], [3.341, -0.540, -1.268], [3.482, -1.056, -2.714], [2.543, -2.093, -3.128], [-2.657, 0.857, 1.428], [-3.219, 1.573, 0.379], [-4.538, 0.949, -0.096], [-5.041, 1.656, -1.348], [-5.565, 0.991, 1.057], [-6.247, -0.336, 1.441], [-5.360, -1.172, 2.371], [-6.713, -1.168, 0.223], [-1.768, -2.419, 0.926], [-2.868, -2.238, -0.316], [0.001, -3.222, -0.312], [-1.281, -2.010, 5.444], [-1.628, -3.462, 4.484], [-2.007, -1.865, 3.844], [0.798, -2.927, 4.473], [0.130, -2.904, 2.862], [1.540, -1.006, 2.953], [1.128, -0.640, 4.613], [-1.162, 0.133, 3.804], [1.314, 1.577, 2.748], [0.611, 1.732, 4.355], [-0.288, 2.302, 2.943], [0.089, -0.315, -1.019], [-0.326, 1.365, -0.790], [1.616, 1.808, 0.530], [1.934, 0.127, 0.848], [3.238, 1.612, -1.047], [1.971, 0.940, -2.049], [4.342, -0.402, -0.842], [2.858, -1.318, -0.665], [4.499, -1.428, -2.883], [3.350, -0.212, -3.400], [1.643, -1.686, -3.361], [2.344, -2.719, -2.355], [-3.453, 2.606, 0.708], [-2.529, 1.674, -0.476], [-4.327, -0.100, -0.337], [-5.377, 2.672, -1.113], [-5.886, 1.132, -1.805], [-4.253, 1.745, -2.104], [-5.039, 1.351, 1.945], [-6.340, 1.733, 0.819], [-7.149, -0.071, 2.006], [-4.622, -1.738, 1.799], [-5.956, -1.884, 2.950], [-4.814, -0.534, 3.070], [-6.206, -2.135, 0.185], [-6.507, -0.663, -0.722], [-7.788, -1.366, 0.254], [-2.529, -1.672, -1.029], [8.405, 1.508, -4.919], [8.170, 0.474, -4.022], [7.090, 0.543, -3.153], [6.244, 1.642, -3.179], [6.479, 2.675, -4.077], [7.560, 2.608, -4.945], [9.246, 1.454, -5.599], [8.826, -0.387, -4.003], [6.902, -0.261, -2.453], [5.399, 1.689, -2.504], [5.816, 3.531, -4.100], [7.742, 3.414, -5.646]]}


Entry 3:
{"formula": "C23H45ClGaN2O11", "method": "ωB97M-V with the def2-TZVPD basis set", "lumo_ha": 0.0704, "homo_energy_ha": -0.192, "total_charge": -1, "gap_ev": 7.1, "symbols": ["N", "C", "C", "Ga", "Cl", "N", "C", "O", "H", "H", "H", "H", "H", "O", "C", "O", "C", "C", "C", "H", "H", "H", "H", "H", "H", "H", "H", "O", "C", "O", "C", "C", "C", "H", "H", "H", "H", "H", "H", "H", "H", "O", "C", "O", "C", "C", "C", "H", "H", "H", "H", "H", "H", "H", "H", "O", "C", "O", "C", "C", "C", "H", "H", "H", "H", "H", "H", "H", "H", "O", "C", "O", "C", "C", "C", "H", "H", "H", "H", "H", "H", "H", "H"], "positions_angstrom": [[-2.026, -4.266, 1.072], [-1.281, -5.166, 1.570], [0.034, -5.016, 2.247], [1.238, -3.646, 1.412], [2.088, -4.343, -0.529], [2.720, -3.238, 2.699], [2.307, -2.922, 3.777], [1.910, -2.602, 4.852], [-1.579, -3.348, 1.141], [-1.677, -6.184, 1.518], [-0.157, -4.706, 3.278], [0.515, -5.991, 2.310], [0.473, -2.278, 1.169], [3.634, -0.332, 0.792], [4.310, 0.059, 1.694], [5.576, 0.484, 1.390], [6.417, 1.112, 2.353], [7.188, 0.110, 3.189], [3.881, 0.013, 3.139], [5.845, 1.801, 2.977], [7.105, 1.716, 1.761], [6.519, -0.511, 3.783], [7.871, 0.627, 3.866], [7.767, -0.548, 2.541], [4.116, -0.985, 3.510], [2.805, 0.152, 3.195], [4.364, 0.757, 3.766], [-0.586, -7.652, -2.543], [0.166, -7.545, -3.468], [1.164, -6.640, -3.412], [2.215, -6.588, -4.373], [1.843, -5.768, -5.592], [-0.020, -8.359, -4.737], [2.547, -7.593, -4.642], [3.034, -6.112, -3.837], [1.014, -6.214, -6.142], [2.697, -5.686, -6.266], [1.544, -4.768, -5.282], [-0.709, -7.820, -5.387], [-0.478, -9.304, -4.458], [0.895, -8.558, -5.288], [0.567, 4.141, 1.928], [0.298, 3.310, 1.093], [0.740, 2.062, 1.241], [0.327, 0.996, 0.344], [1.216, 0.923, -0.875], [-0.488, 3.683, -0.150], [-0.725, 1.112, 0.101], [0.418, 0.085, 0.928], [1.173, 1.836, -1.474], [0.914, 0.082, -1.500], [2.234, 0.744, -0.538], [0.216, 4.036, -0.904], [-1.157, 4.499, 0.116], [-1.071, 2.869, -0.571], [-2.078, -0.836, -0.006], [-3.129, -0.269, 0.031], [-3.273, 0.840, -0.742], [-4.507, 1.548, -0.875], [-4.706, 2.555, 0.238], [-4.230, -0.684, 0.979], [-5.347, 0.857, -0.962], [-4.416, 2.058, -1.834], [-4.793, 2.056, 1.204], [-5.606, 3.142, 0.068], [-3.860, 3.238, 0.285], [-4.052, -0.198, 1.938], [-4.146, -1.760, 1.114], [-5.235, -0.441, 0.644], [-4.969, 5.620, 0.516], [-4.281, 6.557, 0.220], [-3.228, 6.334, -0.596], [-2.424, 7.387, -1.136], [-1.314, 7.809, -0.196], [-4.504, 7.937, 0.795], [-3.049, 8.230, -1.435], [-2.007, 6.961, -2.047], [-1.708, 8.230, 0.729], [-0.685, 8.560, -0.673], [-0.695, 6.950, 0.064], [-3.973, 7.997, 1.746], [-5.567, 8.049, 0.986], [-4.171, 8.752, 0.158]]}


Entry 4:
{"formula": "C23H45N2O5", "method": "ωB97M-V with the def2-TZVPD basis set", "lumo_ha": [0.0914, 0.0880], "homo_energy_ha": [-0.083, -0.083], "total_charge": -1, "gap_ev": [4.7, 4.6], "spin_multiplicity": 3, "symbols": ["C", "C", "C", "C", "O", "C", "O", "O", "H", "H", "H", "H", "H", "H", "H", "H", "H", "C", "C", "C", "C", "C", "C", "N", "O", "C", "C", "C", "H", "H", "H", "H", "H", "H", "H", "H", "H", "H", "H", "H", "H", "H", "H", "H", "H", "H", "C", "C", "C", "C", "C", "C", "N", "O", "C", "C", "C", "H", "H", "H", "H", "H", "H", "H", "H", "H", "H", "H", "H", "H", "H", "H", "H", "H", "H"], "positions_angstrom": [[4.926, 5.008, 2.512], [3.969, 4.291, 1.919], [3.611, 2.875, 2.268], [2.153, 2.527, 2.017], [1.883, 2.296, 0.708], [1.142, 3.501, 2.569], [0.703, 4.452, 1.584], [0.867, 5.764, 2.183], [5.503, 5.721, 1.933], [5.137, 4.961, 3.574], [3.411, 4.724, 1.094], [3.903, 2.634, 3.295], [4.216, 2.234, 1.621], [2.531, 1.659, 0.322], [1.550, 4.049, 3.416], [0.250, 2.967, 2.912], [0.862, 6.299, 1.382], [3.407, -0.298, -3.900], [3.711, -0.579, -2.402], [4.549, -1.870, -2.259], [3.744, -3.163, -2.361], [2.543, -3.094, -1.425], [1.682, -1.851, -1.684], [2.452, -0.589, -1.619], [2.778, -0.383, -0.256], [0.973, -2.026, -3.040], [0.576, -1.773, -0.639], [4.588, 0.574, -1.914], [2.338, -0.248, -4.083], [3.810, 0.674, -4.196], [3.838, -1.051, -4.566], [5.038, -1.855, -1.280], [5.349, -1.862, -3.008], [3.429, -3.347, -3.394], [4.382, -4.008, -2.083], [1.927, -3.996, -1.523], [2.900, -3.063, -0.391], [0.373, -1.141, -3.264], [0.303, -2.890, -2.987], [1.652, -2.200, -3.873], [0.986, -1.755, 0.367], [-0.091, -2.640, -0.727], [-0.014, -0.864, -0.787], [4.022, 1.509, -1.925], [5.449, 0.675, -2.586], [4.944, 0.394, -0.903], [-5.606, -0.825, 2.776], [-4.332, -1.408, 2.114], [-3.167, -0.404, 2.159], [-3.240, 0.717, 1.126], [-3.467, 0.143, -0.267], [-4.707, -0.748, -0.343], [-4.618, -1.826, 0.700], [-3.844, -2.780, 0.319], [-5.964, 0.118, -0.172], [-4.818, -1.397, -1.717], [-3.933, -2.637, 2.926], [-6.443, -0.767, 2.087], [-5.934, -1.467, 3.593], [-5.434, 0.173, 3.183], [-2.231, -0.949, 2.004], [-3.120, 0.013, 3.168], [-4.024, 1.434, 1.388], [-2.301, 1.272, 1.137], [-3.568, 0.950, -0.998], [-2.585, -0.434, -0.561], [-6.864, -0.500, -0.166], [-6.027, 0.802, -1.019], [-5.958, 0.726, 0.729], [-3.918, -1.948, -1.977], [-4.970, -0.614, -2.461], [-5.667, -2.082, -1.756], [-4.689, -3.420, 2.846], [-3.848, -2.337, 3.972], [-2.979, -3.046, 2.605]]}


The following DFT total energy values (in eV) correspond, in order, to the records above: -119129.5439, -161876.8815, -114985.8713, -37790.3786.